#w
A single CH2N4O2 molecule. Source: OMol25; level of theory: ωB97M-V/def2-TZVPD.

Values from the calculation:
**SMILES**: N#CN(N)[N+](=O)[O-]
**2S+1**: 1

Structure (XYZ):
```
9
Properties=species:S:1:pos:R:3:lowdin_charge:R:1
O 0.00023 -2.14021 -0.02043 0.09
O 0.32881 -0.98985 1.78505 0.12
N -0.10905 0.04118 0.04995 -0.10
N 0.66118 2.26257 1.32767 0.17
N -0.54203 0.27839 -1.23502 0.11
N 0.09910 -1.12845 0.65022 -0.46
C 0.28173 1.32818 0.76131 -0.11
H -0.78579 -0.58135 -1.60568 0.07
H 0.06582 0.92955 -1.71306 0.11
```

#x
2 unconnected molecules or ions with the total composition CH2N4O2. Source: OMol25; level of theory: ωB97M-V/def2-TZVPD.

Values from the calculation:
**2S+1**: 1

Structure (XYZ):
```
9
Properties=species:S:1:pos:R:3:lowdin_charge:R:1
O -2.16731 0.52412 0.13814 -0.21
O 2.04111 -0.20727 -0.30324 -0.10
N 0.47091 1.35771 -0.00809 0.13
N 0.94172 -0.96158 0.11469 0.03
N 1.64207 1.20721 -0.04925 0.07
N -1.16337 -0.47345 -0.37818 0.04
C 0.01728 -0.03105 0.05278 -0.46
H 1.23960 -1.37922 1.13469 0.23
H -3.02202 -0.03648 -0.70153 0.28
```

The structure with the greatest stability is #w.

#w
2 unconnected molecules or ions with the total composition C9H17N4. Source: OMol25; level of theory: ωB97M-V/def2-TZVPD.

Values from the calculation:
**Total charge**: +1
**2S+1**: 1

Structure (XYZ):
```
30
Properties=species:S:1:pos:R:3:lowdin_charge:R:1
N 1.88880 0.48572 -0.76228 -0.11
N 2.55438 -1.54453 0.09901 0.16
N 1.69558 1.21276 -1.90372 0.13
N 1.55932 0.10830 1.35774 0.11
C -1.06538 2.42300 0.07565 -0.09
C 2.02512 -1.17680 1.26399 0.00
C 1.41344 0.98433 0.38821 0.01
C -1.83984 0.78291 1.79124 -0.05
C -1.34804 0.98686 0.42409 -0.39
C -1.25329 0.05442 -0.57341 -0.06
C -1.58239 -1.44802 -0.25737 -0.20
C 2.62758 -0.68443 -0.88440 0.01
C -0.78263 -2.47754 -1.08139 -0.09
H -1.31878 0.00684 2.34139 0.08
H 1.06921 1.95202 -1.85627 0.07
H 0.13916 -2.10773 -1.21716 0.00
H 1.84573 -1.70115 2.17756 0.15
H -1.90733 2.93945 0.73574 0.13
H 3.25194 -0.67866 -1.74930 0.15
H -2.83929 0.52060 1.68858 0.09
H 1.09052 0.37373 2.18436 0.14
H -1.00497 0.17300 -1.58087 0.08
H 2.51637 1.36776 -2.56817 0.17
H -1.13293 2.64474 -1.01317 0.09
H -1.61150 1.54381 2.39691 0.04
H -2.61554 -1.72214 -0.17801 0.10
H -0.63226 -3.38138 -0.63031 0.05
H -1.25007 -2.78824 -1.99189 0.08
H -0.25619 2.84913 0.56848 0.03
H -1.23672 -1.69874 0.75474 0.09
```

#x
A gas-phase ion, C9H17N4 (charge +1). Source: OMol25; level of theory: ωB97M-V/def2-TZVPD.

Values from the calculation:
**Total charge**: +1
**SMILES**: CC[N+](CC)(CC)c1ncncn1
**2S+1**: 1

Structure (XYZ):
```
30
Properties=species:S:1:pos:R:3:lowdin_charge:R:1
N 0.19105 1.97414 1.37710 0.18
N -1.57125 2.89409 2.64633 0.14
N -2.01135 1.40782 0.89505 0.20
N -0.21009 0.00921 -0.09049 -0.17
C -0.93580 1.20141 -2.13501 -0.06
C 1.26588 0.07443 -0.15832 -0.21
C -0.97555 -0.16960 -1.39062 -0.10
C 0.06657 -1.33024 2.16198 -0.03
C -0.72283 1.20612 0.82678 -0.31
C -0.29447 2.83929 2.30006 -0.09
C -2.34830 2.29125 1.83822 -0.17
C 1.98887 -1.03058 -0.85525 -0.08
C -0.49526 -1.19102 0.74021 -0.21
H 1.11834 -1.61307 1.98932 0.08
H -0.35049 -2.27387 2.53060 0.10
H -1.72429 1.37167 -2.89549 0.09
H -0.49086 -0.98131 -1.92009 0.13
H -2.00107 -0.38173 -1.06130 0.13
H 3.10968 -0.80196 -0.99996 0.12
H -0.14586 -2.04923 0.31207 0.09
H -3.42678 2.56320 1.80052 0.15
H -1.06597 2.12389 -1.46825 0.09
H 1.40594 1.13224 -0.53268 0.15
H 0.35496 3.50751 2.88907 0.14
H 1.74479 -1.32029 -1.92852 0.10
H -0.06697 1.42345 -2.82092 0.10
H 2.01979 -2.10165 -0.43364 0.11
H -0.15808 -0.42685 2.85411 0.12
H 1.62116 0.03481 0.83467 0.09
H -1.58457 -1.20005 0.67488 0.13
```

The structure with the greatest stability is #x.

#w
9 unconnected molecules or ions with the total composition C40H66N2O25. Source: OMol25; level of theory: ωB97M-V/def2-TZVPD.

Values from the calculation:
**SMILES**: O=[N+]([O-])c1ccccc1.O=[N+]([O-])c1ccccc1.CCOC(=O)OC.CCOC(=O)OC.CCOC(=O)OC.CCOC(=O)OC.CCOC(=O)OC.CCOC(=O)OC.CCOC(=O)OC
**2S+1**: 1

Structure (XYZ):
```
133
Properties=species:S:1:pos:R:3:lowdin_charge:R:1
O 1.28147 -30.38469 18.14224 0.01
O -12.82475 -32.17209 8.69642 0.02
O -0.38491 -17.73681 14.18597 0.08
O -1.10968 -30.94408 25.68649 0.08
O -8.05687 -29.03719 16.62798 0.05
O -13.28811 -22.63720 11.70967 0.04
O -9.76257 -27.80155 16.11352 0.07
O -16.14388 -33.31237 14.55218 0.06
O 0.70619 -19.59626 14.20870 0.05
O -7.10208 -38.74481 10.05972 -0.02
O -10.95528 -15.66840 17.63573 0.07
O -6.48145 -39.54535 8.16716 0.07
O -5.02695 -39.60648 9.90660 0.10
O -3.05143 -31.66803 26.66910 0.04
O -14.87058 -23.13187 10.26456 0.05
O -3.19512 -30.16216 25.24251 0.04
O -9.57910 -16.40698 15.92500 0.01
O -11.39060 -33.59084 9.62324 0.14
O -12.92152 -34.21565 8.10692 0.06
O -16.70053 -33.69500 12.43015 -0.02
O 1.88415 -28.30213 18.12764 -0.03
O 2.95417 -29.82816 16.69828 0.12
O -15.03888 -23.32146 12.62668 0.00
O -18.16683 -32.74172 13.86096 0.12
O -11.46619 -17.40737 16.21759 0.03
N 0.62558 -18.37042 13.94858 -0.33
N -8.59058 -27.92220 16.44400 -0.34
C -8.66608 -15.41470 16.22505 -0.08
C -13.38347 -36.54656 7.46312 -0.08
C 3.98490 -16.46782 12.22757 -0.07
C -17.67785 -33.63778 11.36269 -0.03
C 3.91238 -17.83084 12.19392 -0.07
C -6.91025 -38.25937 11.40384 -0.05
C 1.72701 -17.73428 13.27916 -0.15
C -6.28439 -40.67694 5.95293 -0.05
C -12.28154 -33.35103 8.87099 -0.65
C 2.16911 -29.55770 17.58990 -0.52
C -14.44717 -22.95443 11.45193 -0.60
C -14.37802 -34.64390 15.60218 -0.08
C -7.60399 -24.29227 16.48889 -0.08
C -10.69774 -16.42011 16.65504 -0.54
C -2.35458 -30.94033 25.84204 -0.61
C -14.94710 -34.14510 14.35499 -0.23
C -5.67227 -25.61260 16.96544 -0.05
C 1.26518 -31.77280 17.85878 -0.21
C -12.72958 -18.80595 17.70724 -0.06
C -16.45914 -25.16788 12.30350 -0.07
C -2.73214 -29.39871 24.19726 -0.08
C -5.62095 -40.18836 7.25203 -0.22
C -12.79620 -17.63302 16.72334 -0.19
C 2.51087 -27.10284 17.78777 -0.08
C -6.27150 -24.37083 16.71796 -0.09
C -7.79095 -26.70391 16.52269 -0.14
C 2.91531 -15.68883 12.71476 -0.06
C 1.82341 -16.34226 13.22190 -0.02
C 2.80200 -18.44276 12.76579 0.00
C -6.42540 -26.81438 16.85127 0.01
C -12.40745 -35.53138 7.92251 -0.24
C -12.22372 -22.41785 10.81724 -0.01
C -6.10498 -39.36594 9.36914 -0.61
C -0.04619 -32.29354 18.48191 -0.06
C -2.39618 -32.62298 27.55227 -0.18
C -8.39527 -25.44374 16.38148 0.01
C -16.42655 -23.68970 12.69340 -0.19
C -12.68418 -31.22477 9.76541 -0.03
C -17.07636 -33.21651 13.62401 -0.61
C -3.52428 -33.29020 28.31321 -0.07
H -14.02330 -33.80134 16.19578 0.09
H -12.00249 -23.23167 10.12667 0.10
H -5.70578 -23.45325 16.78429 0.11
H -8.09164 -23.33811 16.35408 0.11
H -12.19939 -18.40639 18.57175 0.08
H -17.90026 -32.59788 11.12340 0.09
H -13.05970 -30.22778 9.53497 0.09
H 0.02213 -32.10101 19.55260 0.08
H -7.15500 -39.04756 12.11584 0.09
H -15.09994 -35.36183 15.99145 0.09
H -16.81450 -23.57379 13.70540 0.12
H 2.05159 -26.26343 18.30983 0.09
H -5.50625 -41.18432 5.38270 0.08
H -17.28099 -34.09219 10.45489 0.09
H -1.87999 -31.95305 28.23988 0.12
H -12.95675 -37.51075 7.18682 0.09
H -7.48846 -37.36355 11.63028 0.09
H -11.71111 -35.41022 7.09273 0.13
H -6.51567 -39.69952 5.52956 0.07
H -1.88825 -28.74290 24.41142 0.10
H -13.20086 -16.68410 17.07532 0.12
H 2.49166 -26.90047 16.71688 0.09
H -13.94245 -36.22440 6.58458 0.08
H -4.20919 -33.80360 27.63836 0.08
H -16.23109 -25.30786 11.24686 0.07
H -13.48153 -17.93776 15.93241 0.12
H 1.44998 -31.96465 16.80184 0.13
H -13.73406 -19.10623 18.00550 0.08
H -3.13764 -34.08524 28.95082 0.08
H -15.89522 -25.86396 12.92442 0.08
H -4.64645 -25.72981 17.28222 0.10
H -7.17270 -41.28536 6.12271 0.08
H -16.89892 -22.97281 12.02181 0.12
H -14.10677 -36.67697 8.26806 0.08
H -11.30986 -22.16212 11.35349 0.10
H 2.76814 -19.51892 12.85023 0.12
H -5.40570 -41.13577 7.74617 0.12
H -5.82278 -27.70925 16.90093 0.11
H 2.96203 -14.61221 12.78613 0.11
H 4.68619 -18.47029 11.79553 0.11
H -13.44349 -35.14769 15.35532 0.09
H -12.66114 -21.64421 10.18618 0.10
H -11.79537 -35.93491 8.72911 0.13
H -4.09297 -32.61062 28.94791 0.08
H 1.01828 -15.68253 13.50989 0.12
H -12.16468 -19.69766 17.43553 0.08
H -18.67173 -34.03888 11.56122 0.09
H -15.14512 -35.03864 13.76299 0.12
H -4.69452 -39.64149 7.07663 0.14
H -11.63289 -31.02656 9.97420 0.09
H -9.46374 -25.31669 16.28851 0.12
H -1.66422 -33.26684 27.06464 0.13
H -3.50888 -28.70374 23.87817 0.10
H 3.58173 -27.15733 17.98369 0.09
H 4.86401 -16.00604 11.80292 0.11
H -0.94123 -31.85578 18.03991 0.08
H -8.28448 -15.47664 17.24420 0.10
H 2.05367 -32.20547 18.47456 0.12
H -13.22172 -31.55156 10.65557 0.10
H -2.35601 -29.95937 23.34152 0.10
H -5.91431 -37.88090 11.63399 0.09
H -17.47729 -25.55696 12.31361 0.07
H -7.82429 -15.49895 15.53773 0.10
H -9.02558 -14.40545 16.02441 0.10
H 0.03647 -33.36796 18.31793 0.08
H -14.23438 -33.52897 13.80681 0.13
```

#x
9 unconnected molecules or ions with the total composition C40H66N2O25. Source: OMol25; level of theory: ωB97M-V/def2-TZVPD.

Values from the calculation:
**SMILES**: O=[N+]([O-])c1ccccc1.O=[N+]([O-])c1ccccc1.CCOC(=O)OC.CCOC(=O)OC.CCOC(=O)OC.CCOC(=O)OC.CCOC(=O)OC.CCOC(=O)OC.CCOC(=O)OC
**2S+1**: 1

Structure (XYZ):
```
133
Properties=species:S:1:pos:R:3:lowdin_charge:R:1
O 1.99347 3.93355 -4.40849 0.02
O 0.90675 1.08399 1.78223 0.08
O 1.40178 -4.40908 -3.28916 0.12
O -6.74416 -0.55636 -1.16492 0.09
O 0.32671 3.32557 4.09722 0.02
O 7.36821 3.33945 3.01505 0.03
O 5.37339 2.73959 2.47050 0.01
O -2.32095 1.71546 -5.80143 -0.01
O 3.45651 -3.93541 -2.50254 0.01
O -1.55880 -0.29441 -5.89319 0.01
O -3.25323 -3.97564 2.06995 0.04
O -4.72174 2.85431 5.22128 0.14
O -3.44034 -4.41372 4.26561 0.13
O 0.31664 2.05291 5.80308 0.02
O -3.51789 2.62789 3.31571 0.03
O -2.97387 1.43934 4.99521 0.00
O 3.20541 2.02386 -4.47083 0.09
O -3.61838 -6.01345 2.69397 -0.01
O -5.12934 0.30380 -2.30157 0.07
O -2.59936 0.54363 -7.70761 0.15
O 1.78014 -3.02547 -1.52875 0.04
O 2.17511 2.09222 4.52353 0.13
O 3.57261 3.65077 -2.97773 0.04
O 6.82428 1.14207 3.12548 0.12
O -1.24175 1.01523 1.73638 0.08
N -0.15979 1.00297 1.19489 -0.32
N -5.71968 -0.63816 -1.80465 -0.35
C 2.12778 -3.85605 -2.49974 -0.61
C 0.82797 3.94706 2.96113 -0.07
C 9.22500 3.06411 4.55723 -0.06
C -2.78186 -1.89636 1.03527 -0.04
C 4.04533 -4.66459 -3.58001 -0.03
C 4.64295 2.08851 -1.44680 -0.05
C -0.43158 -2.39511 -5.55707 -0.06
C -0.11205 0.85685 -0.25729 -0.14
C -1.30704 0.81085 -0.94141 -0.01
C 1.07479 2.47776 4.79131 -0.59
C -3.95465 -2.10040 -2.67122 0.00
C -5.12375 -1.97105 -1.95252 -0.17
C 1.09001 0.81043 -0.96728 0.01
C 1.10082 0.59137 -2.33598 -0.04
C -0.14791 -4.21522 -0.64034 -0.05
C 8.76416 3.04565 3.11602 -0.23
C -2.23096 0.63393 -6.57099 -0.60
C 0.47075 -0.38516 6.15210 -0.05
C -3.30363 4.12187 1.49058 -0.06
C -5.07344 -4.28507 -1.39503 -0.06
C 2.94106 3.10708 -4.00256 -0.63
C -1.13830 -1.48300 -6.53334 -0.21
C -3.28482 -3.31551 -2.68359 -0.05
C 1.19674 3.51624 -5.52898 -0.01
C 4.37931 1.72879 2.23351 -0.03
C -2.89757 -2.61457 2.34728 -0.19
C -0.13738 0.53823 -2.98233 -0.06
C -3.44129 -4.76086 3.11632 -0.62
C -2.87030 1.09842 6.37254 -0.03
C 0.39001 -2.92080 -1.20425 -0.21
C -3.82408 2.37673 4.58590 -0.60
C -5.73291 -3.06761 -1.36437 0.00
C -1.34246 0.61478 -2.31460 -0.05
C -3.78038 -6.99812 3.72388 -0.03
C 6.54692 2.28966 2.88365 -0.61
C -2.91072 2.84734 -6.41018 -0.05
C 0.76599 1.01998 6.67264 -0.22
C -3.82923 -4.40110 -2.00783 -0.06
C 4.82870 3.06822 -2.58455 -0.19
C -4.17724 3.68556 2.64758 -0.22
H -0.19475 0.36585 -4.05052 0.09
H -4.81728 -6.99614 4.04246 0.10
H 0.28554 -2.11323 -0.48083 0.11
H 5.22403 2.51825 -3.43992 0.12
H -3.28610 -5.33396 -1.93474 0.11
H 3.57359 2.19834 1.67833 0.07
H -2.28605 0.61447 -2.84040 0.10
H -1.97328 -2.01381 -6.99790 0.13
H -3.83618 1.01512 6.86942 0.10
H -6.60979 -2.91327 -0.75134 0.12
H 3.64002 -4.35071 -4.53986 0.09
H 9.02015 4.06022 4.94704 0.08
H 1.75430 2.74600 -6.05805 0.09
H 2.02163 0.88450 -0.41989 0.11
H 1.06626 5.00432 3.13009 0.10
H -2.34334 3.18576 -7.27721 0.10
H -3.91261 2.60303 -6.77411 0.10
H 9.01783 2.15227 2.54722 0.12
H 0.55824 -4.61929 0.09321 0.09
H 4.22837 2.59212 -0.57097 0.07
H -5.14607 3.34074 2.28177 0.13
H 10.29189 2.84617 4.60193 0.08
H 1.25956 -0.67385 5.45627 0.08
H -3.09248 -6.80052 4.54076 0.09
H -0.47715 -1.25705 -7.37359 0.13
H -2.14209 1.72310 6.87969 0.09
H -0.30096 -4.97825 -1.39939 0.08
H -1.04041 -4.07475 -0.03041 0.06
H -0.83366 -3.40670 -5.45861 0.08
H 3.94763 1.29152 -1.70690 0.06
H 8.70046 2.33627 5.17483 0.08
H -2.01945 -2.31560 0.37890 0.06
H 0.20126 1.25460 7.57479 0.12
H -3.12363 3.30521 0.78848 0.07
H 5.44448 3.92112 -2.32055 0.13
H 1.09715 4.38245 -6.17887 0.09
H -0.14412 -2.56653 -2.09163 0.11
H 1.82802 1.09320 6.91265 0.12
H -2.26811 0.85412 -0.44004 0.12
H 1.72261 3.47726 2.55607 0.08
H 0.38738 -1.04530 7.00859 0.08
H 5.11170 -4.49025 -3.49647 0.09
H -2.50734 0.07126 6.32321 0.09
H -4.34520 4.56284 3.27534 0.13
H -3.72973 -1.74721 0.51775 0.08
H -3.48170 -7.93077 3.25353 0.09
H -3.65583 -2.14109 2.97009 0.13
H 0.06983 4.00864 2.17946 0.08
H 1.95763 0.48755 -2.98602 0.10
H -0.35452 -2.05037 -4.52274 0.05
H -3.76431 4.92292 0.90742 0.08
H 0.21797 3.19699 -5.18330 0.09
H -0.41290 -0.31895 5.51461 0.07
H -2.35215 4.52851 1.83569 0.07
H 5.60892 1.65263 -1.19041 0.09
H -2.32144 -3.38309 -3.17274 0.10
H 4.81850 0.89445 1.69406 0.10
H -2.39545 -0.88370 1.18250 0.05
H 9.27043 3.87182 2.60993 0.12
H 3.84556 -5.73181 -3.46524 0.10
H -3.01002 3.62999 -5.66704 0.10
H 0.60771 -2.59445 -5.83399 0.08
H -3.45799 -1.20548 -3.02104 0.10
H -1.94831 -2.59827 2.88396 0.13
H 3.97132 1.44571 3.19972 0.08
H -5.45213 -5.13859 -0.84894 0.11
```

The structure with the greatest stability is #x.

#w
A gas-phase ion, C2H6NO2 (charge +1). Source: OMol25; level of theory: ωB97M-V/def2-TZVPD.

Values from the calculation:
**Total charge**: +1
**2S+1**: 1

Structure (XYZ):
```
11
Properties=species:S:1:pos:R:3:lowdin_charge:R:1
O -0.44470 0.88700 1.03718 -0.04
O -1.21035 -0.22545 -1.04858 0.05
N 0.95538 0.32589 -1.04201 0.26
C -0.28795 0.33367 -0.15247 -0.38
C -0.24819 -0.34579 1.83799 0.15
H 0.58872 -0.26857 -1.80981 0.17
H -1.03393 -1.07232 1.69612 0.08
H 0.77751 -0.52637 2.14564 0.08
H 1.88808 -0.15769 -0.63438 0.25
H 1.16163 1.25725 -1.43780 0.18
H -2.14621 -0.20762 -0.59187 0.21
```

#x
2 unconnected molecules or ions with the total composition C2H6NO2. Source: OMol25; level of theory: ωB97M-V/def2-TZVPD.

Values from the calculation:
**Total charge**: +1
**2S+1**: 1

Structure (XYZ):
```
11
Properties=species:S:1:pos:R:3:lowdin_charge:R:1
O 1.79434 -0.75491 -0.78055 0.08
O 0.77299 1.16596 -0.12370 0.06
N -1.68952 0.02245 1.11467 0.19
C -1.32147 -0.33887 -0.03177 0.12
C 1.79662 0.56380 -0.41118 -0.27
H -2.13532 0.92382 1.21033 0.16
H -1.56150 0.37066 -0.79542 0.13
H 2.26291 -0.87927 -1.57211 0.09
H -0.86091 -1.30582 -0.11078 0.13
H 2.79382 0.91160 -0.36246 0.14
H -1.85196 -0.67942 1.86299 0.18
```

The structure with the greatest stability is #x.